Formula: C48H42INO8PS
Source: the OMol25 dataset
Level of theory: ωB97M-V/def2-TZVPD

Summary:
- net charge = +1
- frontier orbital gap (eV) = 6.85
- spin multiplicity = 1
- HOMO level (eV) = -11.34
- LUMO (eV) = -4.49
- F_max (eV Å⁻¹) = 0.87

```
102
Properties=species:S:1:pos:R:3:mulliken_charge:R:1
C 0.87155 0.78179 -4.46601 -1.36
C 0.13085 1.95280 -3.80091 0.04
C 0.46826 2.11828 -2.32428 -1.31
I -0.64942 3.70329 -1.42582 0.18
C 0.36629 0.90654 -1.46868 -0.28
N 1.36491 0.77191 -0.57731 0.44
C 1.45587 -0.20502 0.33537 -1.06
C 0.48316 -1.16196 0.39787 0.25
P 0.61957 -2.52151 1.60415 0.37
S 0.78178 -4.26154 0.80749 -0.29
C -0.56367 -1.08298 -0.53206 0.89
C -1.64360 -2.13085 -0.55237 -0.32
O -1.82442 -2.86784 -1.46062 -0.50
O -2.36581 -2.03946 0.58629 -0.11
O -3.63167 -2.66965 0.40248 -0.43
C -0.63841 -0.04782 -1.46213 0.73
C -1.81574 0.03919 -2.39693 -1.13
O -2.49487 1.25023 -2.15065 0.06
C -3.83926 1.10204 -1.82897 0.49
C -4.14044 1.24814 -0.48032 -0.44
C -5.44273 1.14786 -0.01893 0.67
C -5.76277 1.32551 1.44179 -1.72
C -6.43837 0.89551 -0.95831 -1.09
C -6.11553 0.74765 -2.29316 -0.99
C -4.80993 0.84358 -2.77414 0.11
C -4.57713 0.65225 -4.25425 0.48
C -3.53448 1.60567 -4.87653 -1.59
C -4.30681 -0.81454 -4.59668 -1.50
H 0.18063 0.10503 -4.95715 0.36
H 1.49845 0.22912 -3.76996 0.32
H 1.52764 1.15894 -5.24368 0.36
H -0.94863 1.89148 -3.92124 -0.32
H 0.41795 2.88525 -4.27683 0.73
H 1.49763 2.46055 -2.25401 0.87
H 2.09428 1.47416 -0.59183 0.34
H 2.31370 -0.19512 0.98968 0.52
H 1.70028 -2.10884 2.39791 0.08
H -0.48999 -2.33827 2.43489 0.11
H -4.21698 -1.89371 0.44451 0.35
H -2.47708 -0.79497 -2.22762 0.90
H -1.49311 -0.03641 -3.43680 0.25
H -3.32133 1.45572 0.19504 0.61
H -6.09626 2.34443 1.62040 0.36
H -4.87554 1.14397 2.04101 0.34
H -6.54756 0.63917 1.74166 0.44
H -7.46682 0.83143 -0.63563 0.46
H -6.90843 0.56188 -3.00326 0.44
H -5.53180 0.87541 -4.72364 0.81
H -3.22547 2.37660 -4.18002 0.22
H -2.66669 1.04694 -5.22385 0.35
H -3.95860 2.08498 -5.75279 0.47
H -5.20025 -1.39949 -4.38558 0.41
H -4.09804 -0.92389 -5.65680 0.43
H -3.51129 -1.25195 -3.99901 0.23
C -3.82678 6.05582 3.99114 -0.63
C -4.16650 5.86218 5.32563 -0.50
C -3.57161 4.84693 6.05530 -0.59
C -2.63899 4.01503 5.45033 0.31
C -2.30834 4.19860 4.10467 0.16
C -2.90131 5.22646 3.38153 -0.55
C -1.34074 3.29851 3.42085 0.50
O -1.05049 3.45639 2.25151 -0.63
C -0.74053 2.18801 4.21377 -0.03
C 0.14133 1.31145 3.59319 -0.62
C 0.72828 0.29062 4.32049 -0.27
C 0.43838 0.13549 5.67204 -0.84
C -0.44456 1.00213 6.29309 -0.62
C -1.03817 2.02708 5.56682 0.43
C -1.99869 2.94061 6.25910 0.53
O -2.24075 2.80367 7.43668 -0.65
H -4.28787 6.85492 3.42659 0.43
H -4.89578 6.50687 5.79697 0.41
H -3.82360 4.69120 7.09481 0.50
H -2.63308 5.36762 2.34415 0.53
H 0.36248 1.44889 2.54233 0.67
H 1.42449 -0.38801 3.84099 0.55
H 0.90370 -0.65911 6.23943 0.44
H -0.67929 0.89561 7.34284 0.51
C 3.51069 -5.41569 -1.74745 -0.45
C 4.32980 -5.80480 -2.80266 -0.53
C 5.65097 -5.38963 -2.84941 -0.62
C 6.15598 -4.57002 -1.84832 0.36
C 5.32748 -4.16330 -0.80089 0.01
C 4.01159 -4.60156 -0.74684 -0.18
C 5.81896 -3.24034 0.26007 0.51
O 5.08419 -2.86524 1.15544 -0.74
C 7.22899 -2.76946 0.17267 0.16
C 7.70555 -1.87808 1.12621 -0.52
C 9.01695 -1.43873 1.06836 -0.53
C 9.86081 -1.89132 0.06012 -0.48
C 9.39089 -2.77541 -0.89629 -0.59
C 8.07416 -3.21314 -0.84810 0.21
C 7.58383 -4.14294 -1.90768 0.55
O 8.31826 -4.53331 -2.78780 -0.64
H 2.48259 -5.75142 -1.70443 0.38
H 3.93794 -6.43900 -3.58655 0.41
H 6.29885 -5.69389 -3.65951 0.49
H 3.38800 -4.30103 0.08056 0.34
H 7.04378 -1.53829 1.91045 0.49
H 9.38619 -0.74468 1.81140 0.41
H 10.88698 -1.55172 0.02074 0.41
H 10.03693 -3.13150 -1.68639 0.49
```

Formula: C48H43AlN3O4S3
Source: the OMol25 dataset
Level of theory: ωB97M-V/def2-TZVPD

Summary:
- net charge = +1
- frontier orbital gap (eV) = 7.55
- spin multiplicity = 1
- HOMO level (eV) = -10.06
- LUMO (eV) = -2.51
- F_max (eV Å⁻¹) = 0.92

```
102
Properties=species:S:1:pos:R:3:mulliken_charge:R:1
Al 1.42830 1.84787 -1.08122 -1.66
C 0.92352 1.19872 7.08515 -1.54
C 0.71671 0.96301 5.61776 0.94
C 0.01551 -0.15426 5.16619 -1.04
C -0.17181 -0.37273 3.81352 -0.28
C 0.33590 0.54381 2.90190 0.45
C 1.03629 1.66046 3.32026 -0.61
C 1.22112 1.86092 4.67755 -0.98
S 0.00036 0.16169 1.19162 1.23
O 1.05275 1.02189 0.43769 0.45
C -1.53458 1.06147 1.04625 1.48
C -1.47498 2.46596 1.05452 -0.79
C -2.61984 3.18682 0.92612 -1.41
C -3.86537 2.53845 0.78953 0.86
C -5.05179 3.28178 0.59880 -1.11
C -6.25626 2.65159 0.47504 -0.66
C -6.32780 1.24710 0.53512 -1.02
C -5.19664 0.49887 0.69846 -0.86
C -3.93179 1.12050 0.83381 1.30
C -2.72933 0.36071 0.97000 -0.84
C -2.85099 -1.13576 1.03444 -0.05
C -3.47159 -1.71260 2.18688 1.07
C -3.78801 -0.94076 3.33160 -0.62
C -4.30948 -1.53114 4.44862 -0.87
C -4.52898 -2.92135 4.48629 -0.66
C -4.24450 -3.69065 3.39439 -0.95
C -3.71864 -3.10948 2.21782 0.58
C -3.42781 -3.88760 1.07403 -1.21
C -2.79837 -3.33580 0.00083 -0.85
C -2.45267 -1.97005 0.00198 -0.02
S -1.49736 -1.25634 -1.37847 1.45
O -2.38328 -1.14606 -2.54676 -0.87
C -0.46055 -2.71704 -1.67901 -0.22
C -0.43505 -3.23690 -2.95962 -0.47
C 0.32923 -4.36563 -3.22907 -0.85
C 1.07713 -4.97750 -2.23046 0.92
C 1.87558 -6.22595 -2.48431 -1.53
C 1.05875 -4.42309 -0.94986 -0.75
C 0.30249 -3.29897 -0.66932 -0.13
H 0.94209 0.25905 7.63420 0.39
H 0.10723 1.80405 7.48450 0.29
H 1.85227 1.73513 7.27138 0.40
H -0.37734 -0.86890 5.87797 0.41
H -0.70769 -1.24700 3.45884 0.49
H 1.44322 2.35347 2.59523 0.36
H 1.77291 2.72927 5.01469 0.40
H -0.52205 2.96380 1.15488 0.58
H -2.58564 4.26841 0.92198 0.44
H -4.98597 4.36112 0.54714 0.47
H -7.16095 3.22372 0.32023 0.41
H -7.28726 0.75681 0.44063 0.45
H -5.26001 -0.57989 0.71149 0.47
H -3.60060 0.12488 3.31954 0.54
H -4.54670 -0.93062 5.31681 0.46
H -4.91987 -3.37397 5.38765 0.42
H -4.39428 -4.76275 3.41900 0.46
H -3.70625 -4.93390 1.07087 0.45
H -2.57213 -3.93224 -0.87328 0.65
H -1.02432 -2.75934 -3.73270 0.56
H 0.33347 -4.77811 -4.23038 0.37
H 1.87796 -6.48986 -3.53990 0.38
H 1.44876 -7.05567 -1.91926 0.32
H 2.90750 -6.09873 -2.15365 0.33
H 1.63969 -4.89001 -0.16276 0.45
H 0.27767 -2.91007 0.33804 0.51
O 1.09324 0.08675 -4.40555 -0.64
C 0.68529 0.90399 -3.62056 0.69
O 0.94836 0.78375 -2.31424 0.72
C -0.11935 2.09725 -4.00590 0.37
C -0.72052 2.01215 -5.26626 -0.96
C -1.50199 3.02939 -5.76979 -0.70
C -1.69730 4.17231 -5.00607 -0.59
C -1.09699 4.28584 -3.76736 -1.08
C -0.29866 3.26490 -3.24617 0.96
S 0.41430 3.72066 -1.66318 -0.46
H -0.55029 1.10470 -5.82865 0.47
H -1.95061 2.94045 -6.74951 0.40
H -2.31591 4.97797 -5.37892 0.41
H -1.23115 5.18620 -3.18226 0.45
C 5.63160 -1.21572 -2.04743 -0.76
C 4.24219 -1.54841 -1.54057 -0.42
N 3.57123 -0.32857 -1.09753 0.25
C 4.13179 0.90379 -1.07322 0.79
N 3.32705 1.97294 -1.02290 0.72
C 3.93096 3.31289 -0.97252 -0.58
C 5.28148 3.33986 -1.65759 -0.84
C 6.15415 2.27953 -1.01292 -0.64
N 5.47139 0.99316 -1.05461 0.12
C 6.26265 -0.23127 -1.07499 -0.67
H 5.56275 -0.74742 -3.03112 0.32
H 6.23656 -2.11672 -2.13040 0.42
H 4.29607 -2.24750 -0.70251 0.33
H 3.64242 -2.00892 -2.32572 0.26
H 2.56865 -0.32306 -1.19594 -0.30
H 4.03745 3.62823 0.07135 0.20
H 3.23546 3.99968 -1.45534 0.41
H 5.74194 4.32080 -1.55147 0.44
H 5.16758 3.12337 -2.72160 0.27
H 6.37414 2.55674 0.02303 0.25
H 7.09603 2.18319 -1.55235 0.42
H 6.30451 -0.66777 -0.07108 0.24
H 7.27569 0.02426 -1.37938 0.40
```

Formula: C48H43F3N5O6PS2Ti
Source: the OMol25 dataset
Level of theory: ωB97M-V/def2-TZVPD

Summary:
- net charge = +2
- frontier orbital gap (spin up / spin down) (eV) = 6.17 / 6.18
- spin multiplicity = 1
- HOMO level (spin up / spin down) (eV) = -10.97 / -10.98
- LUMO (spin up / spin down) (eV) = -4.80 / -4.80
- F_max (eV Å⁻¹) = 2.58

```
109
Properties=species:S:1:pos:R:3:mulliken_charge:R:1
Ti -0.64320 -1.12819 0.36699 -0.02
C 7.30183 -2.38292 2.91952 -1.61
C 5.98577 -2.31315 2.20261 0.91
C 5.50177 -3.41610 1.50089 -0.76
C 4.32867 -3.33769 0.76801 -0.58
C 3.63607 -2.13786 0.73143 0.28
C 4.07209 -1.03669 1.45323 0.20
C 5.23873 -1.13313 2.18727 -1.07
S 2.21954 -2.00059 -0.34551 0.68
O 1.28170 -1.06601 0.43795 1.29
C 2.95263 -0.78838 -1.47668 1.18
C 4.32097 -0.90230 -1.80654 -1.62
C 4.91452 0.02751 -2.60266 -1.07
C 4.18580 1.13587 -3.08871 0.72
C 4.80255 2.12683 -3.88617 -1.06
C 4.08487 3.18675 -4.36147 -0.82
C 2.71855 3.30845 -4.04322 -0.97
C 2.08944 2.35999 -3.28538 -0.53
C 2.80222 1.23855 -2.79202 0.88
C 2.17415 0.21620 -2.00560 -1.30
C 0.68124 0.32038 -1.94502 0.64
C -0.03496 0.02934 -3.14964 1.07
C 0.54322 -0.74104 -4.18335 -1.15
C -0.14219 -0.97321 -5.34498 -0.88
C -1.42341 -0.42794 -5.53965 -0.79
C -2.00495 0.32945 -4.55843 -0.71
C -1.33683 0.56519 -3.34056 0.55
C -1.92304 1.34771 -2.31124 -0.88
C -1.29915 1.49982 -1.11533 -1.21
C 0.00181 0.95662 -0.91920 1.62
S 0.82363 1.36837 0.61748 1.02
O -0.33486 0.95130 1.56477 -0.84
C 0.68445 3.15329 0.53287 0.39
C -0.37626 3.85358 1.08321 -0.32
C -0.42708 5.22999 0.93183 -1.27
C 0.56971 5.91481 0.23829 0.98
C 0.50039 7.40437 0.07101 -1.54
C 1.64501 5.18927 -0.27670 -1.08
C 1.71058 3.81599 -0.12997 -0.21
H 7.44936 -3.35470 3.38870 0.42
H 7.38249 -1.61016 3.68176 0.37
H 8.11454 -2.23688 2.20519 0.30
H 6.06082 -4.34344 1.52376 0.45
H 3.96041 -4.19452 0.21544 0.52
H 3.49584 -0.12026 1.42815 0.34
H 5.59184 -0.27450 2.74536 0.41
H 4.88906 -1.73965 -1.42637 0.65
H 5.96089 -0.06962 -2.86337 0.45
H 5.85543 2.02447 -4.11807 0.48
H 4.56010 3.93393 -4.98252 0.44
H 2.16207 4.16193 -4.40824 0.51
H 1.03681 2.47652 -3.06016 0.39
H 1.53108 -1.15998 -4.04194 0.57
H 0.30820 -1.56907 -6.12745 0.47
H -1.94371 -0.60431 -6.47151 0.44
H -2.99059 0.75593 -4.70162 0.53
H -2.88231 1.81830 -2.48932 0.55
H -1.74889 2.09643 -0.33450 0.09
H -1.15229 3.31877 1.61810 0.42
H -1.25762 5.78269 1.35291 0.38
H -0.50458 7.77766 0.25591 0.38
H 0.80314 7.69919 -0.93303 0.40
H 1.17975 7.89086 0.77388 0.32
H 2.44189 5.70807 -0.79529 0.45
H 2.54470 3.25117 -0.53373 0.56
N -11.03717 -0.13257 2.01504 -0.44
C -9.97920 -0.25830 1.58625 -0.09
C -8.65041 -0.41991 1.07836 0.53
C -7.64718 0.45756 1.48626 -0.87
C -6.35546 0.29204 1.02580 -0.27
C -6.05949 -0.75639 0.16303 0.76
C -7.05725 -1.62664 -0.25756 -0.57
C -8.35138 -1.45643 0.19642 -0.90
N -4.72257 -0.95069 -0.28165 0.27
C -4.33112 -1.45255 -1.50461 -1.19
C -2.97871 -1.51572 -1.48080 -1.11
N -2.52499 -1.06444 -0.25582 1.53
C -3.60727 -0.73444 0.43512 -1.09
H -7.88917 1.27186 2.15484 0.45
H -5.58043 0.98902 1.31763 0.51
H -6.82072 -2.45018 -0.91777 0.47
H -9.13259 -2.13202 -0.12273 0.47
H -5.02830 -1.70248 -2.28386 0.67
H -2.30779 -1.88631 -2.23407 0.88
H -3.60004 -0.40274 1.45907 0.70
F -2.64656 -3.58051 1.30177 -0.28
C -1.74834 -4.11430 0.43429 0.39
F -1.44260 -5.31158 0.96817 -0.28
F -2.40443 -4.33023 -0.70355 -0.26
C -0.45238 -3.27980 0.22669 1.02
O 0.51909 -3.58995 1.02409 -0.77
O -0.34614 -2.60407 -0.87535 -0.62
N 0.02065 1.03560 4.38019 -0.12
C -0.79745 -0.18519 4.61837 -1.12
P -0.15576 -1.44626 3.38411 1.14
O -1.11223 -1.47190 2.19851 -0.47
O 1.28747 -1.17272 3.22555 -1.04
C -0.41628 -3.09166 4.18969 -0.89
N 0.34281 -4.09012 3.37912 -0.09
H -0.06446 1.25414 3.31333 0.07
H 1.00483 0.78807 4.50984 0.37
H -0.23393 1.82668 4.96353 0.43
H -1.85083 0.02149 4.44571 0.40
H -0.65598 -0.52405 5.64319 0.52
H -1.47769 -3.33129 4.17462 0.37
H -0.05420 -3.08568 5.21680 0.54
H 0.32939 -3.85678 2.27301 -0.23
H 0.00685 -5.03943 3.51969 0.40
H 1.33505 -4.05246 3.60830 0.40
```